# 1
# C24H76O26

14 unconnected molecules or ions with the total composition C24H76O26 in a non-equilibrium geometry (ωB97M-V with the def2-TZVPD basis set, the Open Molecules 2025 dataset).

As for the highest occupied orbital energy: -0.349 Ha. For the energy above the lowest of the compared OMol25 structures with the same formula, charge and spin, the calculation gives 70.4 kcal per mole. The electronic energy comes out at -2915.93886 Ha.

```
126
C24H76O26 ωB97M-V with the def2-TZVPD basis set
O 3.43 -2.92 2.51
H 3.06 -3.24 1.69
H 3.97 -3.64 2.82
O 2.05 -0.76 -4.13
H 2.03 -1.71 -4.16
H 1.65 -0.48 -4.95
C -4.80 1.32 -2.07
C -5.31 0.95 -3.46
O -6.04 -0.23 -3.48
O -3.99 0.33 -1.36
H -5.59 1.57 -1.36
H -4.23 2.24 -2.24
H -4.42 0.84 -4.07
H -5.99 1.72 -3.84
H -5.36 -0.87 -3.28
H -3.59 0.84 -0.65
C -0.64 3.08 -2.96
C 0.59 3.05 -3.83
O 0.49 3.64 -5.09
O -1.80 3.38 -3.69
H -0.64 3.74 -2.08
H -0.69 2.15 -2.40
H 0.92 2.01 -3.95
H 1.26 3.61 -3.18
H 0.41 2.89 -5.68
H -1.49 4.06 -4.30
C 0.02 -2.41 5.70
C 0.26 -1.92 4.25
O -0.83 -2.31 3.36
O -0.79 -1.47 6.31
H 0.90 -2.52 6.33
H -0.54 -3.34 5.79
H 1.12 -2.48 3.89
H 0.40 -0.84 4.26
H -0.49 -2.29 2.46
H -1.69 -1.43 5.99
C -0.38 -0.83 0.15
C -0.06 -0.88 -1.33
O 0.87 0.07 -1.83
O 0.45 -1.55 1.00
H -1.45 -1.03 0.08
H -0.34 0.18 0.57
H -1.02 -0.81 -1.85
H 0.25 -1.89 -1.59
H 1.17 -0.19 -2.71
H 1.36 -1.44 0.69
C 4.97 1.86 3.28
C 4.00 0.84 2.65
O 4.49 0.15 1.53
O 4.16 2.91 3.81
H 5.59 2.28 2.48
H 5.60 1.44 4.07
H 3.12 1.40 2.32
H 3.90 0.06 3.41
H 4.06 -0.71 1.49
H 4.65 3.59 4.29
C 0.81 2.84 3.19
C 0.16 2.90 4.54
O 0.26 1.62 5.18
O 0.30 1.99 2.23
H 1.87 2.74 3.43
H 0.70 3.86 2.83
H -0.89 3.16 4.36
H 0.58 3.70 5.16
H -0.02 1.04 4.47
H 0.74 2.20 1.40
C -3.29 -3.31 -0.91
C -2.88 -4.15 0.32
O -1.49 -4.36 0.46
O -3.28 -4.17 -2.05
H -2.63 -2.45 -0.98
H -4.29 -2.95 -0.65
H -3.47 -5.06 0.21
H -3.22 -3.70 1.25
H -1.48 -4.65 1.37
H -2.43 -4.61 -2.05
C -3.37 0.30 2.15
C -3.52 -0.16 3.58
O -2.32 -0.03 4.33
O -2.69 1.51 2.13
H -4.37 0.50 1.78
H -2.90 -0.43 1.48
H -3.88 -1.19 3.60
H -4.27 0.49 4.04
H -1.78 -0.77 4.03
H -2.02 1.51 2.82
C 3.10 4.07 -0.26
C 2.91 2.64 -0.49
O 1.52 2.38 -0.51
O 4.36 4.64 -0.62
H 2.76 4.28 0.76
H 2.40 4.74 -0.76
H 3.43 1.97 0.20
H 3.48 2.39 -1.39
H 1.28 1.53 -0.90
H 4.75 4.45 -1.48
C 3.85 -2.42 -1.56
C 5.12 -3.32 -1.59
O 5.10 -4.28 -2.59
O 2.87 -2.94 -0.59
H 3.31 -2.43 -2.50
H 3.94 -1.34 -1.49
H 5.37 -3.71 -0.60
H 6.02 -2.83 -1.97
H 5.58 -3.99 -3.37
H 2.37 -3.56 -1.11
C -0.07 -3.64 -4.48
C -0.66 -5.10 -4.32
O -0.94 -5.58 -3.00
O 1.18 -3.58 -3.83
H -0.84 -2.91 -4.25
H 0.21 -3.49 -5.52
H -0.04 -5.83 -4.84
H -1.56 -5.04 -4.93
H -0.24 -5.30 -2.41
H 1.31 -4.42 -3.37
C -3.28 4.76 -0.28
C -1.95 4.25 0.20
O -1.93 2.90 0.01
O -3.47 4.70 -1.67
H -3.45 5.80 0.02
H -4.11 4.23 0.19
H -1.84 4.39 1.28
H -1.12 4.83 -0.21
H -1.92 2.35 0.79
H -2.81 4.06 -1.96
```

# 2
# C25H10BrF5I2IrNOSe

A molecular structure, C25H10BrF5I2IrNOSe in a non-equilibrium geometry (ωB97M-V with the def2-TZVPD basis set, the Open Molecules 2025 dataset).

As for the highest occupied orbital energy (alpha / beta): -0.390 / -0.390 Ha. For the energy above the lowest of the compared OMol25 structures with the same formula, charge and spin, the calculation gives 0.0 kcal per mole. The multiplicity is 2. The electronic energy comes out at -7262.91261 Ha. Its net charge is +1. Its expectation value of S² is 0.766.

```
47
C25H10BrF5I2IrNOSe ωB97M-V with the def2-TZVPD basis set
Ir 0.38 -0.40 -0.47
I -3.43 -3.90 -0.82
C -2.54 -3.01 0.81
C -2.94 -3.35 2.12
C -2.38 -2.78 3.23
I -3.08 -3.34 5.11
C -1.35 -1.83 3.08
C -0.68 -1.16 4.14
C 0.30 -0.25 3.86
C 0.65 0.02 2.53
N 0.06 -0.60 1.54
C -0.94 -1.50 1.77
C -1.55 -2.07 0.62
O -1.14 -1.70 -0.59
H -3.73 -4.09 2.23
H -0.96 -1.38 5.16
H 0.82 0.28 4.65
H 1.42 0.73 2.27
Br 0.41 -0.16 -2.91
C -0.99 1.15 -2.99
C -1.43 1.54 -4.21
C -2.44 2.52 -4.26
C -2.93 3.04 -3.10
C -2.46 2.62 -1.84
C -2.96 3.20 -0.65
C -2.47 2.80 0.55
C -1.49 1.78 0.63
C -0.97 1.17 -0.48
C -1.46 1.62 -1.75
H -1.01 1.13 -5.12
H -2.81 2.85 -5.22
H -3.70 3.81 -3.14
H -3.74 3.95 -0.71
H -2.84 3.23 1.47
H -1.16 1.50 1.62
F 6.91 0.89 -0.96
C 5.82 0.16 -0.86
C 5.89 -1.22 -0.99
F 7.06 -1.80 -1.20
C 4.74 -1.98 -0.89
F 4.83 -3.29 -1.00
C 3.49 -1.38 -0.66
Se 1.95 -2.40 -0.51
C 3.46 0.02 -0.55
F 2.28 0.68 -0.36
C 4.59 0.79 -0.64
F 4.53 2.11 -0.54
```

# 3
# C25H13BrF4NO6PV

A molecular structure, C25H13BrF4NO6PV (ωB97M-V with the def2-TZVPD basis set, the Open Molecules 2025 dataset).

As for the highest occupied orbital energy (alpha / beta): -0.127 / -0.198 Ha. For the energy above the lowest of the compared OMol25 structures with the same formula, charge and spin, the calculation gives 11.8 kcal per mole. The multiplicity is 3. The electronic energy comes out at -5725.70751 Ha. Its net charge is -1. Its expectation value of S² is 2.016.

```
52
C25H13BrF4NO6PV ωB97M-V with the def2-TZVPD basis set
V -0.42 -0.87 1.13
O -3.20 -4.26 5.40
C -2.50 -3.61 4.44
C -2.60 -3.96 3.09
C -1.85 -3.23 2.19
N -1.10 -2.22 2.60
C -0.95 -1.91 3.87
C -1.65 -2.58 4.85
C 0.07 -0.78 4.06
O 0.39 -0.45 5.19
O 0.51 -0.32 2.94
C -1.76 -3.43 0.67
O -2.32 -4.39 0.16
O -1.03 -2.53 0.10
H -3.75 -4.94 4.99
H -3.22 -4.78 2.75
H -1.54 -2.31 5.89
F 5.79 -0.51 -3.06
C 4.58 -0.27 -2.54
C 3.79 0.73 -3.07
F 4.23 1.45 -4.10
C 2.54 0.96 -2.51
F 1.82 1.93 -3.08
C 2.04 0.24 -1.44
P 0.38 0.53 -0.62
C -0.73 0.52 -2.07
C -1.98 1.12 -1.95
C -2.88 1.07 -3.00
C -2.55 0.41 -4.18
C -1.32 -0.20 -4.30
C -0.41 -0.14 -3.25
C 0.58 2.28 -0.13
C 0.98 2.52 1.18
C 1.16 3.82 1.62
C 0.93 4.89 0.76
C 0.52 4.65 -0.54
C 0.35 3.35 -0.99
C 2.87 -0.77 -0.93
Br 2.40 -1.86 0.55
C 4.12 -1.02 -1.47
F 4.92 -1.97 -0.99
H -2.24 1.58 -1.00
H -3.85 1.53 -2.89
H -3.26 0.37 -4.99
H -1.06 -0.73 -5.21
H 0.55 -0.64 -3.36
H 1.11 1.69 1.87
H 1.46 4.00 2.65
H 1.06 5.90 1.11
H 0.33 5.48 -1.21
H 0.02 3.16 -2.00
O -1.38 0.51 0.84
```

- What is the formula in the first record?
  C24H76O26

- The highest electronic energy belongs to which entry?
  C24H76O26